Computed, not measured: 2 unconnected molecules or ions with the total composition C2H4N3O, with the ωB97M-V functional and the def2-TZVPD basis.

As for the molar mass: 86.07 g/mol. Its net charge is +1. The value obtained for the gap between HOMO and LUMO is 7.788 eV. As for the relative energy (zero: lowest compared OMol25 entry of this formula, charge and spin): 110.9 kcal/mol. The value obtained for the LUMO energy is -6.79 eV.

Positions of all 10 atoms, in Å:
1 H -1.426043 -0.646267 0.475040
2 H -1.977403 -0.140013 -0.907255
3 N 0.272244 1.456100 -0.726999
4 O 0.902056 -1.277351 1.971620
5 C -1.113678 -0.479000 -0.497479
6 N 0.070420 0.275405 -0.740402
7 N 0.774906 2.455199 -0.798556
8 C 1.409451 -0.466068 1.376149
9 H 1.959990 0.237294 0.711039
10 H -0.871944 -1.415299 -0.863158

Atoms 1-3, force components in eV/Å:
0.1350 0.1101 2.6862
-2.3178 1.3183 -2.0187
0.6869 2.5285 -0.2872